No. 1
The following is a quantum chemistry calculation of a molecular structure, C22H20N4O2 at a distorted geometry, from the Open Molecules 2025 dataset.

Element x y z (Å)
1 N -0.06072 -4.40802 -3.13714
2 N 1.00097 -2.67572 -1.98152
3 O -1.03633 -6.24072 -3.84583
4 O -0.99298 4.98112 0.35100
5 C -1.05169 -5.20465 -3.01757
6 C 0.06859 -3.41007 -2.18583
7 C -2.13917 -5.06869 -1.98676
8 C 0.73402 -1.91781 -0.85294
9 C -2.06294 -4.00978 -1.10159
10 C -0.43599 -2.31351 -0.31511
11 C -3.02172 -0.68651 2.73426
12 C -2.48136 0.15658 1.71815
13 C -2.81068 -2.02425 2.72689
14 C -1.57370 -0.33513 0.73332
15 C -1.96417 -2.54654 1.68161
16 C 1.58682 -0.28271 0.86172
17 C 1.97490 0.07611 -1.47546
18 C 1.80870 1.08042 1.22629
19 C 2.16706 1.41851 -1.14853
20 C -1.30843 -1.73583 0.72788
21 C 1.44705 -0.76626 -0.47660
22 C 1.97682 1.93916 0.13065
23 N -0.87387 -3.27180 -1.16849
24 N 3.53216 3.68652 0.54996
25 C 1.18276 4.06180 1.43604
26 C 1.27300 4.37595 -0.58095
27 C 0.47320 5.03579 0.52870
28 C 2.06911 3.46067 0.36355
29 H -0.30906 -6.06100 -4.42944
30 H -1.32379 5.45907 1.08400
31 H -3.04365 -5.71283 -2.13538
32 H -2.89892 -3.75640 -0.42434
33 H -3.69372 -0.34593 3.51261
34 H -2.72845 1.27578 1.73540
35 H -3.24893 -2.62506 3.58436
36 H -1.27178 0.36405 -0.06197
37 H -1.99166 -3.59662 1.64850
38 H 1.28339 -0.94243 1.65393
39 H 2.11946 -0.31282 -2.44511
40 H 1.74696 1.49930 2.24159
41 H 2.32578 2.08419 -2.05388
42 H 3.85361 3.14243 1.30959
43 H 3.99521 3.48070 -0.33782
44 H 1.76324 4.51090 2.20731
45 H 0.48371 3.25439 1.92822
46 H 0.70167 3.75317 -1.22991
47 H 1.84541 5.15365 -1.01678
48 H 0.91010 6.00082 0.73341

The highest occupied orbital energy comes out at -0.2821 Ha. Its energy above the lowest of the compared OMol25 structures with the same formula, charge and spin is 3.379 eV. The calculation puts the LUMO energy at 0.35 eV. As for the total charge: 0. The orbital gap comes out at 8.03 eV. The total energy is -33191.217 eV.



No. 2
The following is a quantum chemistry calculation of 2 unconnected molecules or ions with the total composition C22H20N4O2 at a distorted geometry, from the Open Molecules 2025 dataset.

Element x y z (Å)
1 C -5.71838 2.99470 -1.33960
2 O -5.65661 1.55141 -1.35251
3 C -4.45384 0.92443 -1.31193
4 C -4.47024 -0.49609 -1.25517
5 C -3.29776 -1.19934 -1.09620
6 C -2.04025 -0.53557 -1.00234
7 C -0.80106 -1.24006 -0.84577
8 C 0.41363 -0.71367 -1.28180
9 C 1.67721 -1.29037 -1.13129
10 C 2.90087 -0.55468 -1.21954
11 C 4.16082 -1.22281 -1.28737
12 C 5.34794 -0.53381 -1.35729
13 C 5.35225 0.88645 -1.36289
14 O 6.56557 1.49441 -1.36927
15 C 6.64530 2.93627 -1.33837
16 C 4.11649 1.57974 -1.33553
17 C 2.93042 0.86941 -1.24257
18 C -2.04568 0.88095 -1.10527
19 C -3.21178 1.60460 -1.27714
20 H -6.78971 3.19174 -1.34516
21 H -5.25936 3.41721 -0.43535
22 H -5.24890 3.42482 -2.23435
23 H -5.43749 -0.98883 -1.34394
24 H -3.31735 -2.28899 -1.06610
25 H -0.83474 -2.22737 -0.38675
26 H 0.35609 0.23246 -1.83410
27 H 1.75075 -2.36888 -0.97327
28 H 4.17423 -2.31238 -1.28353
29 H 6.31340 -1.03636 -1.39323
30 H 7.71867 3.12422 -1.33820
31 H 6.18093 3.38329 -2.22790
32 H 6.18675 3.34759 -0.42862
33 H 4.10771 2.67151 -1.36966
34 H 1.99406 1.41996 -1.17043
35 H -1.09994 1.41803 -1.04655
36 H -3.17340 2.68998 -1.38833
37 C -1.52202 -2.28908 5.30687
38 N -1.48494 -0.97343 5.51118
39 C -1.33531 -0.11438 4.50052
40 N -1.21708 -0.44204 3.17998
41 C -1.23975 -1.72635 2.89019
42 C -1.39545 -2.75981 3.99701
43 N -1.36824 -3.97760 3.40701
44 C -1.21717 -3.74519 2.06027
45 N -1.13925 -2.41890 1.71837
46 H -1.64877 -2.99171 6.13571
47 H -1.30644 0.94764 4.75063
48 H -1.16219 -4.54309 1.31960

The highest occupied orbital energy comes out at -0.2430 Ha. Its energy above the lowest of the compared OMol25 structures with the same formula, charge and spin is 4.574 eV. The calculation puts the LUMO energy at -2.57 eV. As for the total charge: 0. The orbital gap comes out at 4.05 eV. The total energy is -33190.022 eV.



No. 3
The following is a quantum chemistry calculation of a molecular structure, C22H20N4O2PtSSiTe4, from the Open Molecules 2025 dataset.

Element x y z (Å)
1 Pt -0.03873 -1.04716 -0.28618
2 N 0.84377 5.59996 -5.85808
3 C -0.02069 4.66948 -5.25481
4 C -0.85897 5.05956 -4.21231
5 C -1.71844 4.14657 -3.62578
6 C -1.75115 2.83796 -4.08429
7 C -0.94145 2.44646 -5.14220
8 C -0.08174 3.35973 -5.72503
9 S -2.80444 1.64530 -3.31382
10 O -3.07386 0.64148 -4.30259
11 O -3.91354 2.33440 -2.71448
12 N -1.88212 0.88970 -2.16819
13 C -1.64821 1.49903 -0.95373
14 N -1.87633 2.80581 -0.82129
15 C -1.73960 3.35573 0.37401
16 C -1.37175 2.62821 1.48517
17 C -1.08061 1.29576 1.26295
18 N -1.17832 0.71959 0.06497
19 H 1.13242 6.33334 -5.22812
20 H 1.65235 5.16634 -6.27827
21 H -0.82845 6.08318 -3.85522
22 H -2.36302 4.42824 -2.80701
23 H -0.98180 1.42446 -5.49188
24 H 0.56059 3.05160 -6.54193
25 H -1.92508 4.42500 0.42834
26 H -1.26702 3.06523 2.46679
27 H -0.75586 0.65582 2.07231
28 Te -0.29772 -0.45357 -2.86537
29 Te 2.45141 -6.10681 -1.66625
30 Te 3.92924 -3.40974 -0.17665
31 Te 1.51138 -2.86957 -1.29629
32 C 3.33355 -0.01542 4.59544
33 C 3.54388 -0.17614 3.23336
34 C 2.54520 -0.71360 2.42951
35 C 1.32249 -1.11839 2.96946
36 C 1.13477 -0.95209 4.34497
37 C 2.12167 -0.40325 5.15367
38 Si -0.04048 -1.85962 1.86078
39 C -0.17518 -3.69809 2.28677
40 C 0.93388 -4.49836 2.55949
41 C 0.79051 -5.84973 2.84783
42 C -0.46951 -6.42657 2.88993
43 C -1.58908 -5.64473 2.63466
44 C -1.43687 -4.29844 2.33548
45 H 4.11183 0.40617 5.22233
46 H 4.49135 0.10956 2.79135
47 H 2.71846 -0.83406 1.36649
48 H 0.19513 -1.26365 4.79161
49 H 1.94979 -0.28377 6.21820
50 H -1.29004 -1.36074 2.57049
51 H 1.92835 -4.07605 2.51224
52 H 1.67476 -6.45320 3.01512
53 H -0.57971 -7.48352 3.10527
54 H -2.57901 -6.08773 2.65539
55 H -2.31801 -3.69966 2.12539

The highest occupied orbital energy (spin up / spin down) comes out at -0.0269 / -0.0290 Ha. Its energy above the lowest of the compared OMol25 structures with the same formula, charge and spin is 0.000 eV. The expectation value of S² is 2.016. Its multiplicity is 3. The calculation puts the LUMO energy (spin up / spin down) at 3.86 / 3.86 eV. As for the total charge: -2. The orbital gap (spin up / spin down) comes out at 4.59 / 4.65 eV. The total energy is -84329.205 eV.



No. 4
The following is a quantum chemistry calculation of a single C22H20N4O3 molecule at a distorted geometry, from the Open Molecules 2025 dataset.

Element x y z (Å)
1 C 0.59161 0.35097 4.58852
2 C 1.13963 1.76955 4.47001
3 O 0.12010 2.74048 4.35556
4 C -0.57088 2.85997 3.17139
5 C -0.26919 2.22998 1.98109
6 C -1.03837 2.46413 0.83863
7 C -0.69882 1.77015 -0.40832
8 C -0.33646 0.42655 -0.39998
9 C -0.01706 -0.21663 -1.59374
10 C 0.37947 -1.62725 -1.63585
11 C 0.94608 -2.27528 -0.53996
12 C 1.30941 -3.60528 -0.60312
13 C 1.10923 -4.32665 -1.77699
14 N 1.44569 -5.67536 -1.90751
15 C 1.98647 -6.52541 -0.98311
16 C 2.19199 -7.91875 -1.54324
17 O 2.27171 -6.21754 0.14992
18 C 0.55332 -3.68233 -2.88319
19 C 0.19927 -2.35370 -2.81342
20 N -0.06954 0.41103 -2.76930
21 C -0.41538 1.68724 -2.81236
22 N -0.49372 2.25700 -4.03947
23 C -0.72892 2.43099 -1.64333
24 C -0.99670 3.80158 -1.78161
25 N -1.17377 4.91857 -1.99127
26 C -2.12118 3.33103 0.91041
27 C -2.43487 3.95989 2.10106
28 C -1.66974 3.73804 3.23332
29 O -1.97776 4.36090 4.39698
30 H 0.01960 0.08115 3.70410
31 H -0.06231 0.27651 5.45399
32 H 1.41344 -0.34970 4.70587
33 H 1.84181 1.85013 3.63150
34 H 1.66921 2.04322 5.38695
35 H 0.58354 1.57369 1.90431
36 H -0.34705 -0.12048 0.52814
37 H 1.13170 -1.73345 0.37482
38 H 1.75035 -4.09175 0.25041
39 H 1.25275 -6.06460 -2.82062
40 H 2.86524 -7.88597 -2.39747
41 H 1.24059 -8.34094 -1.86059
42 H 2.62342 -8.55127 -0.77322
43 H 0.40011 -4.23393 -3.80108
44 H -0.22920 -1.85289 -3.66695
45 H -0.13001 1.73345 -4.81570
46 H -0.58295 3.25489 -4.12003
47 H -2.73771 3.50075 0.04167
48 H -3.27528 4.63087 2.17127
49 H -1.33218 4.08243 5.06196

The highest occupied orbital energy comes out at -0.3002 Ha. Its energy above the lowest of the compared OMol25 structures with the same formula, charge and spin is 0.000 eV. Its SMILES is CCOc1cc(-c2cc(-c3ccc(NC(C)=O)cc3)nc(N)c2C#N)ccc1O. The calculation puts the LUMO energy at -0.06 eV. As for the total charge: 0. The orbital gap comes out at 8.11 eV. The total energy is -35242.839 eV.



No. 5
The following is a quantum chemistry calculation of a single C22H20N4O3 molecule at a distorted geometry, from the Open Molecules 2025 dataset.

Element x y z (Å)
1 C -3.22901 -5.82400 -3.57188
2 C -3.19343 -5.54871 -2.05126
3 C -3.38713 -4.04706 -1.72592
4 O -2.20923 -3.27546 -1.95328
5 C -2.20089 -2.01517 -1.39172
6 C -3.28915 -1.15331 -1.52616
7 C -3.21802 0.15996 -1.02587
8 C -2.01974 0.65264 -0.46822
9 C -0.92384 -0.24508 -0.34736
10 C -1.04743 -1.57260 -0.81783
11 C 0.31112 0.15393 0.43950
12 C 0.41379 -0.57340 1.79891
13 O 1.69573 -1.17328 1.84626
14 C 2.17840 -1.00862 0.60350
15 N 3.24149 -1.70776 0.12743
16 N 1.52222 -0.29217 -0.24367
17 C 0.39765 1.65531 0.64974
18 C 1.60261 2.21664 1.11416
19 C 1.77191 3.61277 1.21721
20 C 3.06309 4.18395 1.70718
21 C 4.21032 3.40287 1.65066
22 N 5.37222 3.81552 2.14775
23 C 5.37866 5.01498 2.79544
24 N 4.30759 5.79829 2.88029
25 C 3.17798 5.41106 2.29388
26 C 0.65607 4.40241 0.91564
27 C -0.54902 3.83756 0.53976
28 C -0.70317 2.45370 0.37158
29 O -1.93173 1.98549 -0.04580
30 H -2.26250 -5.55255 -4.03182
31 H -3.40516 -6.86392 -3.74216
32 H -4.06603 -5.28541 -4.06793
33 H -4.01949 -6.14760 -1.58049
34 H -2.19780 -5.80762 -1.65166
35 H -3.69091 -3.97740 -0.67852
36 H -4.22818 -3.64399 -2.31036
37 H -4.23806 -1.53632 -1.94004
38 H -4.08777 0.83099 -1.05673
39 H -0.22308 -2.22771 -0.73041
40 H -0.40787 -1.27948 1.91644
41 H 0.35036 0.15314 2.61458
42 H 3.16204 -1.80192 -0.87382
43 H 3.41615 -2.55141 0.63895
44 H 2.41392 1.51633 1.38311
45 H 4.21924 2.44968 1.14702
46 H 6.26932 5.43982 3.24906
47 H 2.28441 6.02374 2.43804
48 H 0.71225 5.48445 0.98590
49 H -1.39992 4.45672 0.36091

The highest occupied orbital energy comes out at -0.3002 Ha. Its energy above the lowest of the compared OMol25 structures with the same formula, charge and spin is 2.017 eV. Its SMILES is CCCOc1ccc2c(c1)[C@]1(COC(N)=N1)c1cc(-c3cncnc3)ccc1O2. The calculation puts the LUMO energy at 0.45 eV. As for the total charge: 0. The orbital gap comes out at 8.61 eV. The total energy is -35240.822 eV.



No. 6
The following is a quantum chemistry calculation of a single C22H20N6O molecule at a distorted geometry, from the Open Molecules 2025 dataset.

Element x y z (Å)
1 C 0.65863 1.95035 4.63818
2 N 0.86754 0.89975 3.66377
3 C -0.14086 0.34669 2.89344
4 C 0.45926 -0.58594 2.07531
5 C -0.23444 -1.29819 0.99387
6 C -1.56337 -1.69594 1.13985
7 C -2.28891 -2.42959 0.04233
8 C -1.60723 -2.25509 -1.36290
9 O -1.93533 -0.89354 -1.82673
10 C -1.54266 -0.55328 -3.11038
11 N -1.34228 -1.53525 -4.04855
12 C -0.88370 -1.08983 -5.24703
13 C -0.62376 0.27767 -5.54419
14 N -0.80952 1.22959 -4.64087
15 C -1.25153 0.84328 -3.44573
16 C -1.35184 1.92409 -2.45092
17 C -0.40029 2.97122 -2.37952
18 N -0.51245 3.94334 -1.47518
19 C -1.54183 3.90153 -0.62604
20 N -2.50271 2.94893 -0.66392
21 C -2.40936 1.99539 -1.57050
22 C -0.10859 -2.48498 -1.23100
23 C 0.53985 -1.47484 -0.26141
24 C 1.87616 -0.62195 2.35406
25 N 2.87619 -1.37437 1.86328
26 C 4.11588 -1.24122 2.37165
27 C 4.39917 -0.26029 3.34575
28 C 3.37904 0.54292 3.87355
29 C 2.09182 0.33714 3.35757
30 H 1.00081 2.91453 4.25384
31 H -0.40375 2.06839 4.80588
32 H 1.11991 1.69765 5.58143
33 H -1.21247 0.57431 2.93120
34 H -2.04692 -1.45194 2.04704
35 H -3.32594 -2.11824 -0.00115
36 H -2.33670 -3.49158 0.32383
37 H -1.97716 -3.00427 -2.04946
38 H -0.81897 -1.81603 -6.05704
39 H -0.25205 0.54512 -6.54545
40 H 0.44766 2.98218 -3.02817
41 H -1.65725 4.60478 0.19269
42 H -3.17078 1.21460 -1.52774
43 H 0.39580 -2.43593 -2.21046
44 H 0.09820 -3.48483 -0.84863
45 H 0.56880 -0.50680 -0.77699
46 H 1.51893 -1.84885 -0.03634
47 H 4.89627 -1.87751 1.97137
48 H 5.42233 -0.17730 3.63625
49 H 3.52040 1.29412 4.61021

The highest occupied orbital energy comes out at -0.2797 Ha. Its energy above the lowest of the compared OMol25 structures with the same formula, charge and spin is 0.102 eV. Its SMILES is Cn1cc(C2=CC[C@@H](Oc3nccnc3-c3cncnc3)CC2)c2ncccc21. The calculation puts the LUMO energy at 0.05 eV. As for the total charge: 0. The orbital gap comes out at 7.66 eV. The total energy is -34125.676 eV.